Formula: C22H31N3O3S2
Source: the OMol25 dataset
Level of theory: ωB97M-V/def2-TZVPD

The geometry in ORCA input format:
```
! wB97M-V def2-TZVPD RIJCOSX def2/J DEFGRID3
* xyz 0 1
C 3.52 -0.57 -1.98
C -1.38 0.94 4.12
H -2.39 0.85 -3.99
H -1.13 1.56 7.47
H 0.41 -1.24 4.26
H -0.95 -3.71 1.92
C 1.82 0.71 -2.88
H -1.20 -2.24 -6.09
C -1.41 -1.89 2.44
H 0.99 -2.30 -4.81
H 1.38 -3.06 3.53
H 0.34 1.34 5.14
C -0.40 -1.82 -6.57
H 0.01 -2.39 -7.15
H -2.70 -0.44 -4.86
H 3.23 -0.55 -4.14
S -3.03 0.72 4.74
N 0.05 -0.25 -4.76
C 1.22 1.09 -1.78
H -1.96 0.90 2.15
H 0.67 1.91 3.01
C -0.95 0.66 2.72
C 2.89 0.00 -3.11
H -1.71 3.47 1.57
C 0.54 -0.96 3.31
C 1.64 1.21 0.92
O -0.16 2.25 -3.98
O 2.58 1.02 1.70
N -0.42 -0.60 2.55
C 2.04 0.82 -0.68
C 0.85 -2.30 2.80
C -0.55 -2.91 2.70
H 0.19 4.02 2.07
H 1.44 -0.58 -6.00
H -3.45 0.97 7.18
C -0.54 1.21 5.29
C 0.73 -1.02 -5.52
S 0.96 1.01 -4.40
H -1.17 -1.75 -3.74
H 1.44 -2.39 1.86
C -0.13 1.81 2.31
C -1.49 1.32 6.38
H 3.85 -0.46 0.14
H -1.12 3.50 3.39
O 1.64 1.58 -5.48
H -0.66 -0.37 -2.83
C -0.72 3.06 2.26
H -0.97 -3.18 3.67
N 0.51 1.64 0.99
H -2.33 -1.63 3.02
H 4.63 -1.19 -2.02
H -1.90 -1.65 1.40
C -2.74 1.05 6.46
H -0.22 1.27 0.17
H -3.04 -0.26 -3.27
H 1.61 -0.53 3.25
H -0.82 -0.90 -7.06
H 0.51 1.86 -1.61
C -1.13 -0.53 -3.58
C 3.38 0.03 -0.67
C -2.32 -0.11 -3.93
*
```

LUMO energy (eV): 0.1
Energy relative to the best compared isomer or geometry (same formula, charge and spin) (kcal/mol): 513.88
E_tot (eV): -55578.317
Orbital gap (eV): 8.797
Highest occupied orbital energy (Ha): -0.3204

=====

Formula: C22H31N3O4
Source: the OMol25 dataset
Level of theory: ωB97M-V/def2-TZVPD

The geometry in ORCA input format:
```
! wB97M-V def2-TZVPD RIJCOSX def2/J DEFGRID3
* xyz 0 1
C 3.00 -1.97 -2.84
H 1.57 -0.96 -4.17
C -4.49 2.69 -0.85
H 2.07 -1.43 2.49
C -4.30 3.11 0.59
H -4.69 3.55 -1.48
H -0.55 -6.37 1.40
H -4.34 1.09 1.37
C 1.77 -0.60 0.56
C -1.76 0.36 1.62
H -0.25 -0.49 -0.22
H 1.53 3.46 -1.46
O 0.39 0.61 2.63
H 1.72 -3.60 3.38
C -3.69 1.97 1.40
N 0.59 -5.04 2.48
H 4.27 -1.55 -1.10
C -2.43 1.26 -0.64
C 0.00 -4.67 0.19
O -0.30 2.69 0.26
C 3.23 -1.78 -1.32
O -1.76 0.39 -1.18
O -1.50 3.59 1.93
C 2.31 -0.61 -0.90
H -2.07 0.46 2.66
H 0.51 -1.25 -1.98
C -2.32 1.58 0.85
N 0.33 -0.40 0.61
H 0.38 4.64 0.45
H 1.08 3.47 1.58
H -2.22 -0.54 1.21
H -5.26 3.40 1.01
H 0.80 0.48 -2.07
H 2.44 -2.89 -3.01
C 2.16 -1.79 1.46
H -3.57 2.26 2.45
C -0.24 0.21 1.67
H 2.80 0.09 -3.48
H 2.24 2.31 -0.31
H 3.22 -2.00 1.31
H -3.64 3.98 0.65
C 2.15 -0.77 -3.27
C 1.88 3.33 -0.43
C 1.25 -3.89 2.45
H 2.93 0.29 -0.99
C 0.70 -3.47 0.19
H 0.72 -2.87 -0.71
N -3.30 2.01 -1.37
H 3.93 -2.06 -3.40
C 0.77 3.62 0.54
C -0.02 -5.42 1.36
H 2.20 0.27 1.06
H -3.34 1.72 -2.33
H -5.35 2.01 -0.93
H 2.71 4.02 -0.26
C 1.35 -3.06 1.34
H 3.00 -2.70 -0.79
H -0.52 -5.01 -0.69
C -1.35 2.75 1.08
C 1.30 -0.49 -2.05
*
```

LUMO energy (eV): 0.6
Energy relative to the best compared isomer or geometry (same formula, charge and spin) (kcal/mol): 19.01
E_tot (eV): -35979.465
Orbital gap (eV): 9.734
Highest occupied orbital energy (Ha): -0.3373
SMILES: CCOC(=O)[C@@]1(CC(=O)N[C@@H](Cc2cccnc2)C2CCCC2)CCCNC1=O

=====

Formula: C22H31N3OS2
Source: the OMol25 dataset
Level of theory: ωB97M-V/def2-TZVPD

The geometry in ORCA input format:
```
! wB97M-V def2-TZVPD RIJCOSX def2/J DEFGRID3
* xyz 0 1
H -2.83 3.83 -4.29
C 1.67 2.28 1.21
C -1.48 2.14 -4.12
H 1.98 -3.78 1.73
H -2.68 2.35 -1.54
H -0.71 4.33 2.35
H -4.42 2.42 -1.26
H 4.25 -1.19 5.25
H -0.58 0.19 -3.91
S -0.85 2.47 0.80
C -2.87 2.74 -4.35
C 3.76 -1.78 4.50
H 2.82 -0.06 3.65
C 0.67 1.69 0.50
N 1.51 -1.11 1.67
H -1.99 -1.35 0.11
C -1.23 -1.58 -1.90
C 2.94 -1.13 3.58
H -1.21 -2.65 -1.70
H 0.37 0.76 -1.39
O 4.71 -3.89 5.27
H -1.90 0.26 -5.09
H 1.79 0.19 -0.50
H -0.80 2.46 -4.91
C 3.28 -3.86 3.41
H 4.66 -2.74 6.99
C 2.47 -3.22 2.50
H -2.36 -1.82 -3.73
H -3.20 2.47 -5.36
H -4.50 0.27 -2.58
C -0.11 3.58 1.87
H 6.09 -2.50 5.94
C -3.83 0.66 -3.35
C -1.57 0.62 -4.10
C -2.42 -1.24 -2.80
H 1.87 3.96 2.62
C -1.34 -0.81 -0.58
H 1.67 -0.12 1.72
C 5.37 -3.23 6.32
C 2.28 -1.84 2.59
H -3.59 3.82 -1.94
H -4.18 0.29 -4.33
C 0.75 0.49 -0.40
H -1.09 2.49 -3.17
N -2.48 0.19 -3.06
H 2.70 1.97 1.17
C 1.22 3.37 1.99
C 3.93 -3.15 4.42
H -3.33 -1.53 -2.28
H 5.90 -4.01 6.86
C 0.39 -1.50 0.99
H -1.77 0.17 -0.78
N -0.06 -0.62 0.07
C -3.62 2.73 -1.93
H -0.30 -1.31 -2.40
H -4.88 2.50 -3.65
C -3.87 2.19 -3.34
H 3.42 -4.93 3.36
S -0.41 -2.92 1.28
*
```

LUMO energy (eV): 0.6
Energy relative to the best compared isomer or geometry (same formula, charge and spin) (kcal/mol): 5.48
E_tot (eV): -51505.461
Orbital gap (eV): 8.194
Highest occupied orbital energy (Ha): -0.2801
SMILES: COc1ccc(NC(=S)N(CCCN2CCC[C@H](C)C2)Cc2cccs2)cc1

=====

Formula: C22H31N3P2Pr
Source: the OMol25 dataset
Level of theory: ωB97M-V/def2-TZVPD

The geometry in ORCA input format:
```
! wB97M-V def2-TZVPD RIJCOSX def2/J DEFGRID3
* xyz 1 3
H -4.48 0.67 0.02
C 1.70 -1.76 -2.35
C -1.29 -3.22 0.22
C -0.16 -0.68 4.13
H 5.07 -1.99 -2.86
C 2.64 0.41 -3.12
C -3.58 0.14 0.38
C 1.52 -0.37 -2.64
C -2.29 1.19 -1.90
C 0.09 1.50 -2.73
H -3.61 0.05 1.47
H -3.43 3.10 0.07
H -1.67 3.44 0.18
C 3.92 -0.21 -3.18
H -2.14 -2.84 -0.37
H -1.49 1.04 5.72
N -0.29 -0.69 5.42
H 2.07 1.57 -0.26
C 0.52 -2.56 -1.86
P -2.06 1.04 -0.07
H -0.06 1.85 2.24
C -1.42 3.42 -2.74
H -3.54 -0.87 -0.06
N 0.07 -0.63 2.98
P 0.17 -2.17 -0.08
H -0.57 5.30 -3.35
C -0.38 4.24 -3.21
H 1.69 4.37 -3.78
H 0.58 -1.04 7.31
C 4.07 -1.54 -2.84
H 0.76 -2.40 6.15
C 0.77 -1.30 6.26
H -1.53 -3.16 1.29
H -1.18 0.04 7.18
H -3.28 1.64 -2.10
C 1.49 -3.16 0.72
C 2.42 1.77 -3.36
H -0.40 -2.32 -2.42
H 1.41 -4.20 0.38
Pr 0.64 0.50 0.94
H 1.35 -3.11 1.81
C 2.98 -2.31 -2.44
C -1.40 0.01 6.10
H -1.06 -4.26 -0.06
C -1.21 2.07 -2.50
H 1.76 -0.92 5.96
H 4.78 0.39 -3.49
H 0.75 -3.63 -1.92
H 3.13 -3.37 -2.19
H -2.50 2.75 1.57
H -2.25 0.18 -2.30
H -2.34 -0.52 5.94
H 3.25 2.40 -3.66
C 1.15 2.34 -3.23
C -2.47 2.75 0.48
N 0.36 0.24 -2.32
H -2.40 3.85 -2.56
H 2.48 -2.76 0.48
C 0.88 3.72 -3.44
*
```

LUMO energy (alpha / beta) (eV): -3.1 / -3.1
Energy relative to the best compared isomer or geometry (same formula, charge and spin) (kcal/mol): 0.00
E_tot (eV): -60426.531
Orbital gap (alpha / beta) (eV): 7.077 / 7.078
Highest occupied orbital energy (alpha / beta) (Ha): -0.3742 / -0.3741